A cluster of 8 separate species, C45H35NO31S in total in a non-equilibrium geometry, computed with the ωB97M-V functional and the def2-TZVPD basis.

Geometry as ORCA input:
```
! RIJCOSX wB97M-V def2-TZVPD def2/J DEFGRID3
* xyz 0 1
C 5.2225 4.6519 1.8353
C 4.3579 3.4621 2.3079
N 4.5463 2.8754 3.4017
C 3.2434 2.9558 1.3748
O 2.3442 3.9941 0.9052
S 1.9100 4.9375 2.2151
O 1.8220 6.2540 1.6572
O 0.4050 4.4434 2.6980
H 5.8173 5.0083 2.6857
H 5.8143 4.4063 0.9432
H 4.5243 5.4564 1.5405
H 5.3240 3.3451 3.8747
H 3.7415 2.5506 0.4788
H 2.6452 2.1871 1.8900
H 0.5568 3.9723 3.5494
C 0.2834 -1.0253 3.9370
C -1.0501 -1.0920 4.0161
C -1.8652 0.0526 4.5295
O -3.0757 -0.0504 4.5633
C -1.1602 1.2547 4.9717
C 0.1698 1.3211 4.8911
C 0.9808 0.1830 4.3547
O 2.1922 0.3046 4.2856
O 0.8499 2.4146 5.2817
O -1.7308 -2.1753 3.6336
H 0.8891 -1.8454 3.5643
H -1.7580 2.0706 5.3545
H 1.7938 2.2080 5.1157
H -2.6710 -1.9571 3.7833
C -2.6474 -3.9280 -1.1973
C -1.9432 -3.6993 -0.0832
C -0.9055 -2.6270 -0.0266
O -0.3020 -2.4355 1.0107
C -0.6525 -1.8431 -1.2247
C -1.3499 -2.0635 -2.3463
C -2.4144 -3.1262 -2.3998
O -3.0451 -3.2952 -3.4262
O -1.1200 -1.3451 -3.4570
O -2.1271 -4.4083 1.0353
H -3.4032 -4.6990 -1.2534
H 0.1119 -1.0896 -1.1632
H -1.7361 -1.6536 -4.1627
H -1.4987 -4.0384 1.6880
C 5.5332 -4.1901 2.1120
C 4.1996 -4.2551 2.1958
C 3.3913 -3.1061 2.7136
O 2.1770 -3.2117 2.7521
C 4.0945 -1.9086 3.1550
C 5.4294 -1.8453 3.0740
C 6.2389 -2.9835 2.5320
O 7.4482 -2.8675 2.4628
O 6.1119 -0.7676 3.4697
O 3.5165 -5.3448 1.8229
H 6.1298 -5.0109 1.7381
H 3.4921 -1.0917 3.5424
H 7.0516 -0.9761 3.3053
H 2.5780 -5.1314 1.9818
C 0.5664 3.5026 -4.1202
C 0.4967 2.2538 -3.6416
C 0.3062 1.9871 -2.1800
O 0.2355 0.8350 -1.7924
C 0.2224 3.1250 -1.2773
C 0.2963 4.3740 -1.7523
C 0.4607 4.6456 -3.2176
O 0.5033 5.7988 -3.6025
O 0.2285 5.4334 -0.9496
O 0.5897 1.1851 -4.4370
H 0.7012 3.7102 -5.1725
H 0.1035 2.9162 -0.2231
H 0.3057 6.2173 -1.5277
H 0.5005 0.4047 -3.8528
C 2.4032 -10.8082 0.6540
C 1.0692 -10.8678 0.7358
C 0.2618 -9.7178 1.2555
O -0.9498 -9.8181 1.2912
C 0.9737 -8.5255 1.7017
C 2.3088 -8.4665 1.6233
C 3.1134 -9.6066 1.0781
O 4.3228 -9.4944 1.0116
O 2.9948 -7.3905 2.0240
O 0.3853 -11.9513 0.3591
H 2.9958 -11.6307 0.2786
H 0.3807 -7.7093 2.0910
H 3.9331 -7.6022 1.8596
H -0.5548 -11.7379 0.5164
C -4.0142 -0.4110 -7.1354
C -5.1183 -0.0869 -7.8187
C -6.4703 -0.0878 -7.1721
O -7.4386 0.2330 -7.8335
C -6.5598 -0.4816 -5.7706
C -5.4560 -0.8093 -5.0890
C -4.1032 -0.7803 -5.7298
O -3.1286 -1.0680 -5.0584
O -5.5018 -1.1786 -3.8073
O -5.0763 0.2548 -9.1068
H -3.0332 -0.4113 -7.5897
H -7.5418 -0.4963 -5.3195
H -4.5781 -1.3660 -3.5502
H -6.0010 0.4426 -9.3608
C -2.6984 7.5056 -1.2151
C -1.8664 8.0731 -0.3344
C -2.3756 8.8823 0.8183
O -1.5774 9.3611 1.6000
C -3.8185 9.0625 0.9456
C -4.6499 8.4977 0.0632
C -4.1412 7.6663 -1.0737
O -4.9417 7.1602 -1.8374
O -5.9757 8.6428 0.1471
O -0.5408 7.9479 -0.4342
H -2.3426 6.9176 -2.0501
H -4.1740 9.6627 1.7713
H -6.3442 8.1384 -0.6036
H -0.1686 8.4451 0.3209
*
```

Total energy   -4521.0892 Eh
Frontier orbital gap   7.8 eV
Lowest unoccupied orbital energy   -1.68 eV
E_HOMO   -9.5 eV



A structure of composition C45H36AsLuN7O4S5Se in a non-equilibrium geometry, computed with the ωB97M-V functional and the def2-TZVPD basis.

Geometry as ORCA input:
```
! RIJCOSX wB97M-V def2-TZVPD def2/J DEFGRID3
* xyz -1 1
Lu -1.8441 1.1577 0.3459
C -3.5783 -1.8673 3.3965
C -3.2046 -1.2203 2.1488
N -2.1831 -0.3468 2.1157
N -1.3938 -0.4611 3.2255
C -0.1244 -0.1647 3.0453
N 0.6484 -0.1921 4.1521
S 0.6068 0.0789 1.5286
C -3.7794 -1.7033 0.9396
C -4.6345 -2.8579 0.8976
C -4.9883 -3.3808 -0.3237
C -4.3919 -2.8648 -1.5154
C -3.7217 -1.6503 -1.3911
N -3.3877 -1.0775 -0.2465
H -2.9987 -1.5431 4.2593
H -3.5038 -3.0343 3.3244
H -4.6231 -1.6135 3.5788
H 0.2309 -0.3234 5.0628
H 1.6568 -0.0797 4.0800
H -5.0015 -3.2633 1.8233
H -5.6720 -4.2337 -0.3574
H -4.5250 -3.2377 -2.5130
H -3.4187 -1.1076 -2.2773
S 0.3044 -2.1062 -1.6094
C 1.4543 -3.2312 -2.2506
C 1.4096 -3.7584 -3.5475
C 2.5643 -4.3889 -4.1073
C 3.6029 -4.6677 -3.2741
C 3.6622 -4.2126 -1.9518
C 2.5785 -3.4893 -1.4323
As 2.3646 -2.3976 0.2492
C 4.3338 -2.3714 0.7721
C 5.2861 -2.1103 -0.1814
C 6.6189 -2.0824 0.1034
C 7.0241 -2.1966 1.4365
C 6.0600 -2.4038 2.4499
C 4.7368 -2.3323 2.1493
C 1.8014 -3.8781 1.5084
C 0.4380 -4.2029 1.4206
C -0.0775 -5.2719 2.1573
C 0.8194 -6.0268 2.9928
C 2.1711 -5.7029 3.0518
C 2.6557 -4.6305 2.2950
H 0.5185 -3.5482 -4.1055
H 2.5813 -4.6228 -5.1627
H 4.4803 -5.1931 -3.6679
H 4.5469 -4.3212 -1.3060
H 5.0075 -1.9417 -1.2043
H 7.3570 -1.8920 -0.6174
H 8.0446 -2.1803 1.6929
H 6.4280 -2.4708 3.4601
H 3.9623 -2.3522 2.8903
H -0.1922 -3.6601 0.7935
H -1.1581 -5.4566 2.0894
H 0.4713 -6.8537 3.5711
H 2.8967 -6.3275 3.6285
H 3.7244 -4.4809 2.2532
Se -0.8712 0.6851 -2.8759
N -2.4654 1.1995 -1.9406
C -3.1873 1.9691 -2.6866
C -4.4267 2.6351 -2.3383
C -5.0558 3.3708 -3.3363
C -4.4975 3.6638 -4.5997
C -3.3718 3.0196 -5.0203
C -2.6447 2.1736 -4.0637
N -1.4452 1.5960 -4.2208
H -4.7222 2.6053 -1.2770
H -6.0212 3.8463 -2.9874
H -4.9351 4.4413 -5.2195
H -3.0240 3.1520 -6.0214
O -2.6270 2.5197 2.2232
N -3.8596 2.5935 1.7538
O -4.7494 3.2564 2.2346
O -4.0155 1.8594 0.6599
O -0.7443 2.7023 -0.1828
C 0.0165 3.8998 -0.0681
C -0.5093 4.9178 -1.0453
C -0.1184 5.0541 -2.3531
C -1.0556 5.8273 -3.1300
C -2.0602 6.3234 -2.3556
S -1.8843 5.8216 -0.7159
C 1.4895 3.6253 -0.5081
C 2.4605 4.5915 -0.5628
C 3.6943 4.0190 -1.0040
C 3.6171 2.7034 -1.2573
S 2.0215 2.0391 -0.9158
C -0.0377 4.3469 1.4225
C 0.8636 3.8841 2.3373
C 0.6892 4.3294 3.6510
C -0.3778 5.1829 3.7594
S -1.1811 5.3872 2.2069
H 0.8016 4.6497 -2.8056
H -0.9741 5.9421 -4.2157
H -2.9013 6.8644 -2.5964
H 2.2580 5.5498 -0.1787
H 4.6298 4.5787 -1.1104
H 4.3899 2.0749 -1.7141
H 1.6741 3.2174 2.0734
H 1.3808 4.1215 4.4602
H -0.8679 5.5096 4.6778
*
```

Total energy   -10284.3003 Eh
Frontier orbital gap   4.6 eV
Relative energy (zero: lowest compared OMol25 entry of this formula, charge and spin)   0.000 eV
Lowest unoccupied orbital energy   0.89 eV
E_HOMO   -3.7 eV



A structure of composition C45H36Cl2MnN6O5, computed with the ωB97M-V functional and the def2-TZVPD basis.

Geometry as ORCA input:
```
! RIJCOSX wB97M-V def2-TZVPD def2/J DEFGRID3
* xyz 1 5
Mn 0.6720 -0.2169 0.4378
Cl 0.2883 -7.3234 -0.8108
C 0.1144 -5.6229 -0.5467
C -1.1539 -5.0919 -0.2691
C -1.3217 -3.7428 -0.0747
C -0.2240 -2.8678 -0.1467
O -0.4443 -1.5786 -0.0567
C 1.0585 -3.4136 -0.3666
C 2.2327 -2.6074 -0.3621
N 2.2969 -1.3673 0.0087
C 3.5368 -0.6645 0.0250
C 4.7853 -1.1785 -0.2015
C 5.9178 -0.3378 -0.1554
C 5.8025 0.9945 0.1208
C 4.5289 1.5504 0.3821
C 4.3028 2.9136 0.6855
C 3.0363 3.3551 0.9414
C 1.9703 2.4421 0.8939
N 2.1501 1.1726 0.5955
C 3.4089 0.7069 0.3386
C 1.2044 -4.7988 -0.5933
H -2.0038 -5.7597 -0.2184
H -2.2950 -3.3188 0.1364
H 3.1483 -3.1047 -0.6743
H 4.9362 -2.2269 -0.4176
H 6.8909 -0.7681 -0.3466
H 6.6753 1.6334 0.1455
H 5.1427 3.5969 0.7094
H 2.8234 4.3901 1.1662
H 0.9526 2.7453 1.0916
H 2.1862 -5.2108 -0.7898
N 0.6498 -0.6487 2.5951
C 0.6137 -0.8409 3.7252
C 0.5684 -1.0780 5.1357
C 1.7587 -1.1449 5.8593
C 1.7025 -1.3725 7.2222
C 0.4732 -1.5302 7.8497
C -0.7083 -1.4625 7.1226
C -0.6693 -1.2358 5.7587
H 2.7077 -1.0200 5.3559
H 2.6167 -1.4270 7.7966
H 0.4358 -1.7076 8.9161
H -1.6602 -1.5865 7.6197
H -1.5788 -1.1801 5.1763
C 2.3239 -2.1845 -6.1137
C 1.0373 -2.0110 -5.3532
C 0.6756 -2.8805 -4.3313
C -0.5283 -2.7359 -3.6608
C -1.4065 -1.7093 -3.9930
N -2.5913 -1.5963 -3.2340
C -3.6957 -0.8540 -3.5439
O -3.8864 -0.2987 -4.6031
N -4.6775 -0.7900 -2.5491
C -4.5945 -0.8774 -1.1577
C -5.7649 -1.0013 -0.4090
C -5.6861 -1.0096 0.9701
C -4.4409 -0.9003 1.5763
N -3.3162 -0.7905 0.8771
C -3.3951 -0.7797 -0.4517
C -1.0620 -0.8284 -5.0134
C 0.1468 -0.9909 -5.6718
H 3.0322 -2.7996 -5.5583
H 2.7958 -1.2231 -6.3182
H 2.1476 -2.6719 -7.0746
H 1.3362 -3.6978 -4.0621
H -0.7964 -3.4391 -2.8817
H -2.6541 -2.2067 -2.4362
H -5.5364 -0.4220 -2.9269
H -6.7222 -1.0797 -0.9102
H -6.5809 -1.0972 1.5711
H -4.3495 -0.8948 2.6561
H -2.4582 -0.6539 -0.9780
H -1.7319 -0.0298 -5.2862
H 0.4005 -0.2955 -6.4637
C -1.0256 5.3573 2.6817
C -0.5998 5.4747 1.2468
C 0.2264 6.4987 0.8139
C 0.6164 6.5806 -0.5171
Cl 1.6798 7.8614 -1.0149
C 0.1699 5.6574 -1.4395
C -0.6663 4.6241 -1.0267
C -1.0368 4.5312 0.3072
O -1.8037 3.5246 0.8246
C -2.3813 2.5933 -0.0719
C -1.3743 1.6221 -0.6922
O -1.4540 1.2554 -1.8382
O -0.5008 1.1565 0.1768
H -0.6238 6.1792 3.2716
H -0.6884 4.4153 3.1203
H -2.1127 5.3653 2.7663
H 0.5711 7.2461 1.5177
H 0.4655 5.7373 -2.4762
H -1.0117 3.9077 -1.7589
H -2.9280 3.0894 -0.8748
H -3.0724 2.0068 0.5334
*
```

Total energy   -4512.4912 Eh
Frontier orbital gap (spin up / spin down)   6.0 / 5.9 eV
Relative energy (zero: lowest compared OMol25 entry of this formula, charge and spin)   0.472 eV
Lowest unoccupied orbital energy (spin up / spin down)   -3.84 / -3.88 eV
E_HOMO (spin up / spin down)   -9.8 / -9.8 eV



A structure of composition C45H37N3P2Ti in a non-equilibrium geometry, computed with the ωB97M-V functional and the def2-TZVPD basis.

Geometry as ORCA input:
```
! RIJCOSX wB97M-V def2-TZVPD def2/J DEFGRID3
* xyz 2 1
Ti -0.0107 -0.0937 -0.8856
C -4.8562 2.3399 3.1587
C -3.4771 2.2344 3.2887
C -2.7169 1.7734 2.2243
C -3.3453 1.4105 1.0328
C -4.7284 1.5198 0.9008
C -5.4794 1.9858 1.9690
P -2.3746 0.6875 -0.2864
C -3.1745 1.0876 -1.8706
C -3.5358 2.4106 -2.1344
C -4.0146 2.7676 -3.3863
C -4.1226 1.8115 -4.3905
C -3.7668 0.4960 -4.1329
C -3.2975 0.1324 -2.8759
C -2.4342 -1.1209 -0.1435
C -3.5100 -1.8710 0.3305
C -3.3749 -3.2465 0.4157
C -2.1800 -3.8659 0.0404
C -1.1101 -3.1125 -0.4163
C -1.2233 -1.7236 -0.5143
H -5.4493 2.7078 3.9855
H -2.9948 2.5197 4.2141
H -1.6396 1.6968 2.3233
H -5.2161 1.2493 -0.0275
H -6.5531 2.0747 1.8703
H -3.4664 3.1631 -1.3557
H -4.3151 3.7899 -3.5762
H -4.5017 2.0894 -5.3651
H -3.8732 -0.2556 -4.9041
H -3.0559 -0.9049 -2.6781
H -4.4326 -1.3890 0.6314
H -4.1994 -3.8461 0.7792
H -2.0917 -4.9422 0.1177
H -0.1834 -3.6193 -0.6692
N 1.1063 -1.3997 -2.2408
C 1.6503 -0.6597 -3.3755
C 2.5165 -1.1924 -4.2800
C 2.9688 -0.4128 -5.3710
C 2.5332 0.8705 -5.5291
C 1.6364 1.4415 -4.5922
C 1.1614 2.7703 -4.6793
C 0.3284 3.2640 -3.7165
C -0.0399 2.4319 -2.6522
N 0.3657 1.1786 -2.5430
C 1.2050 0.6684 -3.5076
H 1.8453 -1.9010 -1.7425
H 0.4479 -2.1058 -2.5696
H 2.8492 -2.2179 -4.1710
H 3.6562 -0.8479 -6.0827
H 2.8689 1.4692 -6.3660
H 1.4696 3.3898 -5.5128
H -0.0458 4.2767 -3.7514
H -0.6846 2.8019 -1.8654
N 1.0449 0.3526 0.4321
P 1.8912 -0.2582 1.6829
C 3.2043 0.8453 2.1512
C 2.9534 2.2188 2.1539
C 3.9333 3.0949 2.5897
C 5.1604 2.6040 3.0201
C 5.4148 1.2403 3.0127
C 4.4388 0.3551 2.5764
C 0.8803 -0.5616 3.1214
C -0.3945 -1.1254 3.0064
C -1.1426 -1.3772 4.1445
C -0.6252 -1.0735 5.3992
C 0.6394 -0.5158 5.5183
C 1.3932 -0.2548 4.3831
C 2.6340 -1.8043 1.1555
C 2.2731 -3.0187 1.7272
C 2.8183 -4.2040 1.2395
C 3.7260 -4.1726 0.1945
C 4.1072 -2.9549 -0.3691
C 3.5643 -1.7741 0.1078
H 1.9986 2.6000 1.8127
H 3.7445 4.1599 2.5941
H 5.9246 3.2907 3.3596
H 6.3732 0.8649 3.3450
H 4.6425 -0.7086 2.5724
H -0.8061 -1.3808 2.0349
H -2.1286 -1.8136 4.0531
H -1.2094 -1.2748 6.2875
H 1.0414 -0.2799 6.4941
H 2.3732 0.1905 4.4838
H 1.5685 -3.0481 2.5486
H 2.5394 -5.1481 1.6880
H 4.1587 -5.0945 -0.1715
H 4.8483 -2.9304 -1.1581
H 3.8823 -0.8253 -0.3129
*
```

Total energy   -3433.0832 Eh
Frontier orbital gap   7.8 eV
Relative energy (zero: lowest compared OMol25 entry of this formula, charge and spin)   0.000 eV
Lowest unoccupied orbital energy   -5.80 eV
E_HOMO   -13.6 eV



A structure of composition C45H37N7O6P2RuS in a non-equilibrium geometry, computed with the ωB97M-V functional and the def2-TZVPD basis.

Geometry as ORCA input:
```
! RIJCOSX wB97M-V def2-TZVPD def2/J DEFGRID3
* xyz 2 1
Ru -0.7179 -0.0857 0.3264
N -3.1987 1.8543 3.2867
C -2.4210 1.0685 2.5297
S -2.3451 1.4469 0.8164
N -1.8071 0.0703 3.1083
N -1.0335 -0.6536 2.2313
C -0.6344 -1.8254 2.6031
C -0.9881 -2.4596 3.8906
C -1.8813 -3.5283 3.8709
C -2.2430 -4.1481 5.0571
C -1.6980 -3.7148 6.2573
C -0.7960 -2.6588 6.2739
C -0.4449 -2.0241 5.0940
C 0.0878 -2.5931 1.5722
C 0.5763 -3.8682 1.8046
C 1.1086 -4.5876 0.7458
C 1.0923 -4.0282 -0.5192
C 0.6043 -2.7402 -0.6746
N 0.1621 -2.0148 0.3515
H -3.7773 2.5582 2.8630
H -3.3949 1.5751 4.2350
H -2.3099 -3.8633 2.9335
H -2.9484 -4.9672 5.0423
H -1.9750 -4.2024 7.1819
H -0.3663 -2.3282 7.2097
H 0.2617 -1.2048 5.1069
H 0.5116 -4.2894 2.7974
H 1.5008 -5.5827 0.9055
H 1.4543 -4.5691 -1.3819
H 0.5596 -2.2749 -1.6467
C 2.9404 -0.4050 0.8077
N 2.2736 0.7700 0.1615
P 0.9828 1.4007 1.1752
C 0.9674 3.1753 0.8548
C -0.0792 3.9302 1.3830
C -0.0688 5.3103 1.2482
C 0.9907 5.9377 0.6090
C 2.0529 5.1897 0.1222
C 2.0495 3.8107 0.2485
C 1.7315 1.4036 2.8230
C 1.0644 1.0337 3.9847
C 1.6843 1.1974 5.2198
C 2.9614 1.7223 5.2969
C 3.6244 2.1098 4.1388
C 3.0117 1.9650 2.9094
P 1.3689 0.4560 -1.2218
C 2.2255 -0.5832 -2.3849
C 1.4383 -1.0806 -3.4316
C 2.0312 -1.7855 -4.4629
C 3.4087 -1.9691 -4.4703
C 4.1966 -1.4399 -3.4574
C 3.6140 -0.7485 -2.4067
C 0.9598 1.9272 -2.1517
C 1.8879 2.3188 -3.1233
C 1.6944 3.4981 -3.8234
C 0.5720 4.2743 -3.5769
C -0.3597 3.8796 -2.6246
C -0.1698 2.7120 -1.9112
H 3.8777 -0.0846 1.2541
H 3.1371 -1.1851 0.0827
H 2.3145 -0.8282 1.5947
H -0.9003 3.4521 1.9002
H -0.8835 5.8953 1.6525
H 0.9980 7.0144 0.5067
H 2.8911 5.6806 -0.3541
H 2.8849 3.2375 -0.1262
H 0.0558 0.6543 3.9496
H 1.1561 0.9218 6.1231
H 3.4390 1.8488 6.2590
H 4.6148 2.5399 4.1978
H 3.5227 2.3066 2.0168
H 0.3688 -0.8995 -3.4414
H 1.4252 -2.1740 -5.2695
H 3.8737 -2.5107 -5.2832
H 5.2713 -1.5535 -3.4905
H 4.2432 -0.3018 -1.6521
H 2.7621 1.7155 -3.3315
H 2.4157 3.8021 -4.5695
H 0.4170 5.1871 -4.1365
H -1.2363 4.4846 -2.4378
H -0.8920 2.4219 -1.1648
O -2.2933 -1.3071 -0.5410
C -2.1114 -0.7942 -1.6749
O -1.1425 0.0384 -1.7989
C -2.9668 -1.1286 -2.8283
C -3.9789 -2.0690 -2.6717
C -4.7643 -2.3701 -3.7656
C -4.5903 -1.7782 -5.0020
C -3.5702 -0.8510 -5.1116
C -2.7550 -0.5065 -4.0544
N -3.3314 -0.2024 -6.4234
O -2.4321 0.6124 -6.4712
O -4.1017 -0.4665 -7.3141
N -5.8374 -3.3809 -3.6076
O -6.5292 -3.5959 -4.5735
O -5.9888 -3.8416 -2.4972
H -4.1575 -2.5553 -1.7239
H -5.2194 -2.0341 -5.8423
H -1.9799 0.2345 -4.1876
*
```

Total energy   -3746.9275 Eh
Frontier orbital gap   6.1 eV
Relative energy (zero: lowest compared OMol25 entry of this formula, charge and spin)   0.439 eV
Lowest unoccupied orbital energy   -7.45 eV
E_HOMO   -13.6 eV